ORCA calculation (the ωB97M-V functional and the def2-TZVPD basis) on C3H4N2O in the gas phase in a non-equilibrium geometry.

Atoms and positions in Å:
O -2.00787 -0.21069 0.03025
C -0.80137 0.06372 -0.07836
C 0.04570 1.12969 0.04044
N 1.48608 0.76447 -0.03061
C 1.49838 -0.57939 0.05419
N 0.21136 -0.96379 -0.04911
H -2.59986 0.44836 0.50917
H -0.16239 2.14843 -0.32300
H 2.43026 -1.26801 0.53562
H 0.05658 -1.93206 -0.50335

The HOMO-LUMO gap is 8.68 eV. The highest occupied orbital energy is -0.3052 hartree. The value obtained for the LUMO energy is 0.014 Ha. The total energy is -8200.828 eV. The charge is 0. As for the relative energy (zero: lowest compared OMol25 entry of this formula, charge and spin): 3.0577 eV.

Here are the Löwdin charges for atoms 1 to 4, given in e: O 0.125; C -0.442; C -0.096; N 0.009